{
  "formula": "C32H55FeGeN5O4Si",
  "method": "ωB97M-V/def2-TZVPD",
  "charge": 2,
  "orbital_gap_ev": [4.8, 4.8],
  "species": ["Fe", "C", "C", "C", "C", "O", "Ge", "O", "C", "C", "C", "C", "O", "C", "C", "C", "C", "H", "H", "H", "H", "H", "H", "H", "H", "H", "H", "H", "H", "H", "H", "H", "H", "H", "H", "H", "H", "H", "H", "H", "H", "H", "H", "H", "C", "Si", "C", "C", "N", "C", "C", "C", "C", "C", "C", "O", "C", "C", "C", "C", "C", "C", "H", "H", "H", "H", "H", "H", "H", "H", "H", "H", "H", "H", "H", "H", "H", "H", "H", "H", "C", "C", "C", "C", "N", "C", "N", "N", "N", "H", "H", "H", "H", "H", "H", "H", "H", "H", "H"],
  "coordinates": [[0.393, 0.546, -0.274], [4.694, -0.134, -0.503], [3.683, -0.347, 0.612], [4.292, 0.102, 1.936], [3.324, -1.819, 0.707], [2.474, 0.435, 0.352], [2.118, 2.070, 1.188], [0.525, 1.174, 1.684], [-0.086, 1.322, 3.009], [0.922, 1.974, 3.951], [-0.434, -0.045, 3.568], [-1.324, 2.193, 2.925], [1.084, 2.321, -0.424], [0.582, 3.612, -0.849], [-0.487, 4.081, 0.123], [-0.015, 3.478, -2.243], [1.749, 4.593, -0.877], [5.632, -0.628, -0.248], [4.905, 0.925, -0.647], [4.344, -0.552, -1.447], [5.146, -0.530, 2.185], [3.570, 0.018, 2.752], [4.652, 1.131, 1.894], [4.230, -2.413, 0.819], [2.806, -2.157, -0.192], [2.702, -2.001, 1.581], [1.841, 1.388, 4.027], [0.495, 2.045, 4.951], [1.183, 2.985, 3.637], [0.473, -0.644, 3.659], [-1.164, -0.552, 2.937], [-0.864, 0.047, 4.564], [-1.068, 3.225, 2.692], [-1.855, 2.189, 3.877], [-2.001, 1.826, 2.163], [-1.275, 3.331, 0.224], [-0.941, 5.013, -0.210], [-0.061, 4.253, 1.112], [-0.859, 2.787, -2.244], [0.724, 3.145, -2.967], [-0.393, 4.444, -2.578], [2.163, 4.759, 0.117], [1.417, 5.559, -1.257], [2.545, 4.229, -1.524], [2.341, -1.623, -3.185], [1.973, 0.186, -3.241], [1.702, 0.798, -4.982], [3.267, 1.260, -2.508], [0.339, 0.237, -2.243], [-0.793, -0.046, -2.802], [-0.972, -0.545, -4.177], [-2.185, -0.876, -4.649], [-3.333, -0.716, -3.809], [-3.281, -0.271, -2.520], [-2.032, 0.064, -1.985], [-1.844, 0.516, -0.764], [-3.019, 0.580, 0.085], [-3.352, -0.538, 0.811], [-4.479, -0.446, 1.622], [-5.220, 0.726, 1.662], [-4.854, 1.823, 0.891], [-3.731, 1.757, 0.077], [3.149, -1.802, -3.898], [1.492, -2.249, -3.466], [2.679, -1.943, -2.201], [2.639, 1.281, -5.267], [0.917, 1.548, -5.086], [1.523, 0.003, -5.706], [4.222, 0.824, -2.812], [3.243, 1.333, -1.431], [3.209, 2.258, -2.938], [-0.097, -0.690, -4.783], [-2.311, -1.266, -5.648], [-4.304, -0.972, -4.216], [-4.181, -0.185, -1.932], [-2.774, -1.447, 0.740], [-4.778, -1.301, 2.214], [-6.095, 0.786, 2.294], [-5.436, 2.732, 0.924], [-3.414, 2.600, -0.522], [-1.798, -3.751, 3.301], [-1.540, -4.836, 2.259], [-2.695, -4.946, 1.270], [-0.195, -4.649, 1.560], [-0.145, -3.414, 0.757], [0.112, -2.170, 1.136], [0.011, -1.387, 0.084], [-0.317, -2.204, -0.953], [-0.412, -3.409, -0.553], [-2.703, -3.971, 3.865], [-1.948, -2.774, 2.831], [-0.979, -3.661, 4.016], [-1.439, -5.792, 2.782], [-2.844, -4.008, 0.729], [-3.622, -5.170, 1.795], [-2.529, -5.731, 0.533], [0.027, -5.456, 0.865], [0.621, -4.576, 2.279], [0.345, -1.871, 2.135]],
  "mulliken_charge": [0.61, -2.20, 1.66, -1.97, -1.43, -0.30, -0.56, 0.78, 1.54, -1.94, -1.64, -1.49, 0.61, 1.09, -1.68, -1.23, -1.65, 0.57, 0.52, 0.18, 0.50, 0.30, 0.51, 0.58, 0.00, 0.28, 0.38, 0.46, 0.50, 0.39, -0.07, 0.61, 0.27, 0.52, 0.18, 0.16, 0.64, 0.29, -0.01, 0.14, 0.68, 0.41, 0.46, 0.26, -1.19, 0.68, -1.59, -0.31, 0.66, 1.61, -1.10, -1.29, -0.62, -1.31, 0.66, 0.97, -0.74, 0.80, -0.91, -0.83, -0.98, -0.18, 0.55, 0.34, 0.08, 0.55, 0.45, 0.51, 0.73, -0.73, 0.61, 0.30, 0.51, 0.48, 0.62, 0.12, 0.51, 0.47, 0.50, 0.52, -1.21, 0.87, -1.37, -1.34, 0.99, -2.01, 1.87, 0.12, -1.25, 0.49, 0.09, 0.33, 0.34, 0.13, 0.44, 0.39, 0.43, 0.41, 0.95]
}


{
  "formula": "C2H2ClFO2",
  "method": "ωB97M-V/def2-TZVPD",
  "charge": 0,
  "smiles": "O=C(Cl)[C@H](O)F",
  "e_above_lowest_ev": 0.780,
  "orbital_gap_ev": 11.3,
  "species": ["O", "C", "Cl", "C", "O", "F", "H", "H"],
  "coordinates": [[2.266, 1.832, 0.246], [2.073, 0.677, 0.115], [3.460, -0.472, -0.183], [0.715, -0.132, 0.098], [-0.182, 0.704, 0.762], [0.935, -1.378, 0.715], [0.632, -0.570, -0.963], [-0.967, 0.131, 0.813]],
  "mulliken_charge": [-0.37, 0.48, -0.19, 0.25, -0.43, -0.27, 0.20, 0.33]
}


{
  "formula": "C2H8BN",
  "method": "ωB97M-V/def2-TZVPD",
  "charge": 0,
  "e_above_lowest_ev": 4.568,
  "orbital_gap_ev": [8.1, 7.8],
  "species": ["B", "C", "C", "N", "H", "H", "H", "H", "H", "H", "H", "H"],
  "coordinates": [[0.713, -1.269, 0.929], [-0.607, 1.387, -0.804], [-0.812, 1.243, 0.617], [1.126, -1.979, -0.186], [0.910, -1.664, 2.067], [0.406, 1.833, -0.893], [-0.827, 0.445, -1.258], [-1.202, 2.062, -1.494], [-0.341, 1.855, 1.402], [-1.756, 0.741, 0.770], [1.482, -2.932, 0.006], [0.907, -1.722, -1.156]],
  "mulliken_charge": [-0.11, -0.59, -0.82, -0.23, -0.03, 0.23, 0.18, 0.31, 0.30, 0.31, 0.22, 0.24]
}


{
  "formula": "C28H54FNO8PSi",
  "method": "ωB97M-V/def2-TZVPD",
  "charge": 1,
  "orbital_gap_ev": 6.7,
  "species": ["C", "C", "P", "C", "C", "C", "C", "C", "N", "Si", "C", "C", "C", "C", "F", "C", "H", "H", "H", "H", "H", "H", "H", "H", "H", "H", "H", "H", "H", "H", "H", "H", "H", "H", "H", "H", "H", "H", "O", "C", "O", "C", "C", "C", "H", "H", "H", "H", "H", "H", "H", "H", "O", "C", "O", "C", "C", "C", "H", "H", "H", "H", "H", "H", "H", "H", "O", "C", "O", "C", "C", "C", "H", "H", "H", "H", "H", "H", "H", "H", "O", "C", "O", "C", "C", "C", "H", "H", "H", "H", "H", "H", "H", "H"],
  "coordinates": [[6.522, -3.507, 0.232], [5.562, -2.287, 0.662], [4.719, -1.693, -0.911], [5.389, -0.049, -1.515], [5.353, 1.128, -0.462], [2.854, -1.592, -0.740], [2.081, -0.580, 0.020], [0.615, -0.640, 0.000], [-0.090, -1.623, -0.707], [-1.906, -1.511, -0.661], [-2.700, -2.163, 0.933], [-2.764, -2.256, -2.196], [-2.309, 0.366, -0.739], [0.614, -2.597, -1.383], [-0.042, -3.590, -2.046], [2.074, -2.637, -1.440], [6.289, -3.785, -0.830], [6.363, -4.417, 0.867], [7.609, -3.201, 0.252], [6.268, -1.487, 1.037], [4.854, -2.588, 1.475], [4.721, 0.266, -2.374], [6.409, -0.225, -1.946], [4.322, 1.565, -0.322], [5.830, 0.867, 0.528], [5.993, 1.963, -0.886], [2.647, 0.201, 0.588], [0.064, 0.144, 0.583], [-3.530, -1.444, 1.212], [-3.225, -3.144, 0.736], [-2.017, -2.219, 1.822], [-2.731, -3.381, -2.216], [-3.785, -1.831, -2.371], [-2.127, -1.930, -3.080], [-1.855, 0.742, -1.709], [-1.949, 0.930, 0.161], [-3.430, 0.516, -0.849], [2.627, -3.425, -2.007], [-5.872, 0.905, -0.855], [-5.896, 2.112, -0.860], [-5.227, 2.791, -1.802], [-5.354, 4.204, -2.020], [-4.420, 4.968, -1.108], [-6.600, 2.872, 0.233], [-6.393, 4.526, -1.925], [-5.071, 4.378, -3.058], [-4.662, 4.811, -0.057], [-4.469, 6.040, -1.314], [-3.391, 4.633, -1.248], [-5.924, 2.986, 1.082], [-7.470, 2.295, 0.545], [-6.972, 3.845, -0.077], [7.158, 2.594, -3.387], [7.753, 1.715, -3.960], [9.077, 1.567, -3.791], [9.826, 0.435, -4.257], [10.256, 0.621, -5.696], [7.038, 0.822, -4.941], [9.272, -0.493, -4.101], [10.710, 0.377, -3.622], [9.400, 0.696, -6.368], [10.877, -0.215, -6.023], [10.827, 1.545, -5.808], [7.011, 1.307, -5.917], [6.017, 0.675, -4.588], [7.475, -0.170, -5.032], [-2.367, 4.700, 1.309], [-1.916, 4.294, 2.349], [-1.029, 3.278, 2.352], [-0.282, 2.870, 3.508], [-1.073, 1.890, 4.348], [-2.394, 4.851, 3.664], [0.057, 3.735, 4.081], [0.615, 2.379, 3.129], [-1.987, 2.338, 4.740], [-0.476, 1.537, 5.192], [-1.375, 1.028, 3.749], [-3.302, 4.328, 3.966], [-2.622, 5.908, 3.525], [-1.655, 4.800, 4.460], [-3.951, -3.662, 4.608], [-4.990, -4.075, 4.161], [-5.514, -3.521, 3.052], [-6.622, -4.067, 2.322], [-7.940, -3.604, 2.905], [-5.761, -5.155, 4.875], [-6.551, -5.154, 2.257], [-6.528, -3.689, 1.303], [-8.073, -3.952, 3.931], [-8.776, -3.973, 2.307], [-7.984, -2.514, 2.932], [-6.386, -4.700, 5.644], [-5.046, -5.828, 5.348], [-6.371, -5.770, 4.217]],
  "mulliken_charge": [-1.03, -0.41, -0.04, -0.26, -1.06, 0.34, -0.39, -0.35, 0.41, 0.18, -0.95, -1.04, -0.36, 0.37, -0.25, -0.57, 0.34, 0.28, 0.28, 0.28, 0.45, 0.23, 0.27, 0.24, 0.26, 0.33, 0.39, 0.34, 0.31, 0.24, 0.41, 0.33, 0.37, 0.30, 0.32, 0.18, -0.19, 0.41, -0.59, 0.89, -0.35, -0.45, -0.84, -1.05, 0.38, 0.31, 0.17, 0.41, 0.26, 0.18, 0.34, 0.35, -0.58, 0.77, -0.36, -0.36, -0.97, -0.98, 0.29, 0.35, 0.28, 0.36, 0.30, 0.34, 0.24, 0.34, -0.55, 0.72, -0.34, -0.42, -0.88, -0.99, 0.41, 0.28, 0.27, 0.38, 0.20, 0.25, 0.32, 0.35, -0.57, 0.76, -0.33, -0.39, -1.01, -0.99, 0.36, 0.33, 0.28, 0.37, 0.31, 0.27, 0.30, 0.33]
}


| no. | calculated total energy (eV) | maximum force (Eh/bohr) |
| --- | --- | --- |
| 1 | -148485.10227 | 0.0210 |
| 2 | -21440.57687 | 0.0515 |
| 3 | -4366.62573 | 0.0589 |
| 4 | -67659.24866 | 0.0799 |